101
Properties=species:S:1:pos:R:3 method="wB97M-V/def2-TZVPD" lumo_energy_ev=-0.41 orbital_gap_ev=7.2 energy_ev=-112202.55851
C 1.207 0.361 0.431
C 0.830 1.495 0.255
C 0.405 2.852 0.045
C 0.929 3.818 0.924
C 1.908 3.427 1.967
C 3.201 3.700 1.882
C 0.487 5.127 0.818
C -0.446 5.447 -0.151
C -0.953 4.501 -1.041
C -0.540 3.170 -0.949
P -1.308 1.921 -2.069
C -0.019 0.799 -2.736
C -0.626 -0.575 -3.102
C -2.325 0.966 -0.847
C -3.303 1.952 -0.177
C -1.942 5.019 -2.056
O -1.913 4.723 -3.219
C -2.935 6.004 -1.497
C -4.280 6.033 -1.857
P -5.038 4.971 -3.117
O -4.568 5.151 -4.504
C -5.117 6.929 -1.199
C -4.627 7.801 -0.243
C -3.277 7.818 0.079
C -2.785 8.776 1.115
C -2.796 8.379 2.444
C -2.374 9.272 3.414
C -1.967 10.524 2.988
C -1.976 10.807 1.633
N -2.375 9.967 0.683
C -2.435 6.906 -0.558
C -0.971 6.836 -0.252
O -0.278 7.815 -0.119
H 1.630 -0.610 0.582
H 1.522 2.890 2.826
H 3.904 3.152 2.495
H 3.592 4.461 1.219
H 0.832 5.905 1.485
H 0.829 0.637 -2.079
H 0.371 1.269 -3.638
H -1.714 -0.549 -3.113
H -0.327 -1.297 -2.343
H -0.228 -0.938 -4.044
H -2.870 0.175 -1.351
H -1.684 0.561 -0.062
H -2.849 2.435 0.685
H -4.227 1.456 0.114
H -3.581 2.731 -0.896
H -6.396 5.323 -2.966
H -4.955 3.644 -2.657
H -6.168 6.933 -1.453
H -5.287 8.485 0.273
H -3.127 7.383 2.706
H -2.363 9.023 4.465
H -1.646 11.278 3.693
H -1.635 11.780 1.300
C 4.248 -5.086 1.266
C 3.323 -5.570 2.390
C 2.380 -4.411 2.734
S 2.211 -3.441 1.231
O 2.793 -2.135 1.454
O 0.875 -3.568 0.707
C 3.347 -4.406 0.240
H 4.807 -5.908 0.821
H 4.967 -4.366 1.663
H 2.745 -6.428 2.038
H 3.877 -5.888 3.270
H 1.392 -4.749 3.036
H 2.800 -3.762 3.500
H 3.873 -3.745 -0.445
H 2.756 -5.132 -0.317
C -2.653 -3.714 -6.695
C -1.864 -3.023 -7.817
C -0.451 -2.757 -7.284
S -0.130 -4.032 -6.055
O -0.004 -3.405 -4.764
O 0.879 -4.937 -6.542
C -1.740 -4.809 -6.155
H -3.595 -4.124 -7.056
H -2.879 -2.995 -5.905
H -1.813 -3.682 -8.685
H -2.341 -2.098 -8.135
H 0.309 -2.824 -8.058
H -0.382 -1.794 -6.780
H -2.021 -5.172 -5.169
H -1.657 -5.642 -6.852
C 3.534 -10.120 6.407
C 4.688 -9.527 7.227
C 5.457 -8.568 6.309
S 4.263 -7.964 5.107
O 4.642 -8.428 3.797
O 4.003 -6.568 5.362
C 2.882 -8.941 5.691
H 2.818 -10.645 7.037
H 3.924 -10.830 5.676
H 4.284 -8.977 8.080
H 5.344 -10.301 7.619
H 5.870 -7.717 6.844
H 6.245 -9.078 5.757
H 2.265 -9.227 4.843
H 2.311 -8.320 6.380